Entry 1:
This record from the OMol25 dataset describes the ion C5H9N4O with charge +1 at a distorted geometry. The level of theory is ωB97M-V/def2-TZVPD.

charge	+1
largest force on an atom	0.09315	hartree/bohr
energy above the lowest of the compared OMol25 structures with the same formula, charge and spin	347.42	kJ/mol
HOMO	-13.2457	eV
SMILES	O=C1CN=N[C@H]2[NH2+]CCN12

Structure (XYZ):
```
19
Properties=species:S:1:pos:R:3:nbo_charge:R:1
O -1.9058 -1.9181 0.1660 -0.52
C -1.5540 -0.8182 -0.1316 0.65
C -2.5237 0.3677 -0.0900 -0.39
N -1.7607 1.4821 0.3934 -0.02
N -0.5816 1.7387 0.2382 -0.19
C 0.2019 0.9200 -0.5719 0.18
N 1.5467 0.8960 0.0554 -0.51
C 1.7607 -0.3919 0.7047 -0.25
C 0.9044 -1.3271 -0.0136 -0.28
N -0.2436 -0.5674 -0.5160 -0.44
H -2.8229 0.6373 -1.1683 0.28
H -3.4298 0.1551 0.5130 0.29
H 0.2228 1.1305 -1.7131 0.26
H 1.6368 1.6462 0.7536 0.47
H 2.0915 1.0313 -0.7904 0.45
H 1.4754 -0.1929 1.7190 0.23
H 2.9092 -0.6496 0.7310 0.27
H 1.4934 -1.9530 -0.8487 0.23
H 0.5792 -2.1871 0.5694 0.29
```

Entry 2:
This record from the OMol25 dataset describes the ion C5H9N4O2 with charge +1 at a distorted geometry. The level of theory is ωB97M-V/def2-TZVPD.

charge	+1
largest force on an atom	0.04826	hartree/bohr
energy above the lowest of the compared OMol25 structures with the same formula, charge and spin	107.04	kJ/mol
HOMO	-13.6391	eV
SMILES	O=COCCNc1nc[nH][nH+]1

Structure (XYZ):
```
20
Properties=species:S:1:pos:R:3:nbo_charge:R:1
O -0.3466 3.2308 -1.5648 -0.49
C -0.7890 2.1306 -1.7927 0.64
O -0.6300 1.0954 -0.8907 -0.56
C -1.8054 0.8375 -0.1514 -0.08
C -1.6550 -0.4439 0.6748 -0.24
N -0.6249 -1.3388 0.1816 -0.54
C 0.6615 -1.1284 0.3624 0.59
N 1.1505 -0.0854 1.0204 -0.46
C 2.4361 -0.1936 0.9782 0.29
N 2.8085 -1.2862 0.3222 -0.34
N 1.6814 -1.8875 -0.0709 -0.36
H -1.2957 1.9101 -2.7350 0.13
H -2.6895 0.7690 -0.7766 0.18
H -1.9700 1.6583 0.5375 0.20
H -2.5881 -0.9781 0.6185 0.23
H -1.5064 -0.2283 1.7186 0.23
H -0.9140 -2.1671 -0.3018 0.42
H 3.1544 0.4811 1.3889 0.25
H 3.7540 -1.5810 0.1553 0.46
H 1.6313 -2.7362 -0.6078 0.45
```

Entry 3:
This record from the OMol25 dataset describes a structure of composition C5H9N4S at a distorted geometry. The level of theory is ωB97M-V/def2-TZVPD.

charge	+1
largest force on an atom	0.05514	hartree/bohr
energy above the lowest of the compared OMol25 structures with the same formula, charge and spin	174.53	kJ/mol
HOMO	-12.9823	eV

Structure (XYZ):
```
19
Properties=species:S:1:pos:R:3:nbo_charge:R:1
C 1.4759 -0.7973 -1.2032 -0.07
C 0.5046 1.0181 -2.0607 -0.03
C 0.2750 -0.0376 -1.2095 -0.22
C -0.8766 -0.3589 -0.3505 -0.26
C -0.5698 -0.5470 1.1605 0.24
N 2.3755 -0.1730 -1.9348 -0.22
N 1.7840 0.8382 -2.5056 -0.30
N 0.5228 -0.2818 1.8592 -0.79
N -2.0781 0.0755 2.1137 -0.83
S -1.0260 -2.0979 0.4243 0.27
H 1.7810 -1.7145 -0.6950 0.23
H 0.0569 1.8584 -2.4146 0.23
H -1.7920 0.1056 -0.6551 0.25
H 2.4952 1.4831 -2.9006 0.44
H 1.1037 0.4715 1.6367 0.41
H 1.1658 -0.9793 2.0776 0.42
H -2.9508 -0.3642 2.3451 0.43
H -2.3693 0.7929 1.4322 0.40
H -1.8778 0.7083 2.8805 0.41
```

Entry 4:
This record from the OMol25 dataset describes an isolated molecule of C5H9N5 at a distorted geometry. The level of theory is ωB97M-V/def2-TZVPD.

<S²>	2.014
spin multiplicity	3
largest force on an atom	0.12851	hartree/bohr
energy above the lowest of the compared OMol25 structures with the same formula, charge and spin	194.27	kJ/mol
HOMO (spin up / spin down)	-6.0608 / -8.1518	eV

Structure (XYZ):
```
19
Properties=species:S:1:pos:R:3:nbo_charge:R:1
C 1.1256 1.3643 0.3584 0.06
C 0.3461 1.3913 1.6468 0.01
C -0.6017 0.5024 1.9440 0.12
C 1.2872 -1.6668 -1.2045 0.08
C -0.1569 -1.5847 -1.7355 -0.68
N 1.5393 0.5012 -0.4412 -0.23
N 1.9356 -0.7698 -0.5942 -0.20
N -1.1261 -0.6075 1.5696 -0.46
N -1.9831 -0.9934 0.6789 -0.35
N 0.7082 2.5520 2.3216 -0.80
H 1.4535 2.3341 0.1631 0.15
H 1.6655 -2.6378 -1.2684 0.18
H -0.5520 -0.6553 -1.3588 0.21
H -0.8648 -2.3661 -1.5812 0.24
H -0.1571 -1.5302 -2.7653 0.22
H -0.8576 -1.3429 2.2583 0.37
H -2.3077 -0.1454 0.0607 0.31
H 0.3456 2.8506 3.1714 0.40
H 1.3877 3.0494 1.7712 0.38
```

Number 1: total energy -13329.1916 eV. Number 2: total energy -15378.7207 eV. Number 3: total energy -22117.7409 eV. Number 4: total energy -12772.6877 eV.